An isolated ion of composition C3H7N2 and charge +1. Source: OMol25; level of theory: ωB97M-V with the def2-TZVPD basis set.

The geometry in XYZ format:
```
12
Properties=species:S:1:pos:R:3:forces:R:3:lowdin_charge:R:1
C -0.543295 0.013566 -0.071145 -0.2 -1.7 -0.1 -0.42
C -0.226994 -1.297713 -0.121852 -1.6 -0.5 -0.2 0.09
C 1.678648 0.252724 0.218938 1.6 1.4 0.3 0.17
N 0.607047 0.786379 -0.241391 0.5 0.2 0.1 0.11
N -1.741123 0.594810 0.110826 -0.1 0.5 0.0 0.17
H -0.981543 -2.046249 0.059689 -0.1 -0.1 0.2 0.09
H 0.681471 -1.665897 -0.550805 0.2 0.0 -0.2 0.08
H 1.663506 -0.546196 0.940393 -0.2 0.1 0.0 0.12
H 2.642700 0.663382 -0.059027 -0.1 0.1 -0.2 0.13
H 0.613672 1.650748 -0.783219 0.1 -0.2 0.0 0.20
H -2.553041 0.013229 0.226030 0.0 0.1 -0.1 0.13
H -1.841053 1.581222 0.271565 0.0 -0.1 0.2 0.12
```
Forces are in eV/Å.

Output
E_HOMO in eV: -13.4
Relative energy (zero: lowest compared OMol25 entry of this formula, charge and spin) in eV: 1.3219
LUMO in eV: -5.56
Total charge: +1
Orbital gap in eV: 7.807

***

A 2-piece molecular cluster, C5H5NO overall. Source: OMol25; level of theory: ωB97M-V with the def2-TZVPD basis set.

The geometry in XYZ format:
```
12
Properties=species:S:1:pos:R:3:forces:R:3:lowdin_charge:R:1
O 0.214843 -2.060648 1.351773 0.0 0.8 -1.1 0.27
C 0.095559 -1.361045 0.447654 0.2 -0.5 0.9 -0.09
C -0.183976 -0.501931 -0.569682 0.0 -0.2 -0.1 -0.25
C -0.556489 0.937356 0.035916 0.2 0.2 0.1 -0.07
C 0.656443 0.783258 -0.776324 0.1 0.0 -0.1 -0.30
C 2.001753 0.901363 -0.236448 0.9 0.1 0.5 -0.18
N 3.036890 1.098203 0.242939 -0.9 -0.3 -0.5 0.16
H -2.459381 -0.785415 0.942300 -0.3 0.0 0.1 0.07
H -0.791814 -0.916012 -1.372058 0.1 0.0 0.1 0.15
H -0.295958 0.949892 1.105860 0.0 0.0 -0.2 0.07
H -2.304580 -0.109577 0.655727 -0.3 -0.2 0.1 0.03
H 0.586708 1.064555 -1.827657 0.1 0.0 0.1 0.14
```
Forces are in eV/Å.

Output
E_HOMO in eV: -8.5
Relative energy (zero: lowest compared OMol25 entry of this formula, charge and spin) in eV: 5.6022
LUMO in eV: -0.50
Orbital gap in eV: 7.960

***

A 5-piece molecular cluster, C20H53N3O9 overall. Source: OMol25; level of theory: ωB97M-V with the def2-TZVPD basis set.

The geometry in XYZ format:
```
85
Properties=species:S:1:pos:R:3:forces:R:3:lowdin_charge:R:1
C 3.188693 4.835612 1.369364 0.1 -0.1 -0.1 -0.06
C 2.808945 6.044511 0.519305 0.0 -0.1 0.0 -0.27
O 2.195220 7.095044 1.239776 0.1 0.2 -0.1 -0.15
C 0.911712 6.839432 1.765877 0.0 -0.1 0.3 -0.18
C -0.219945 6.654095 0.743704 0.0 0.1 -0.1 -0.42
N -0.050296 7.449742 -0.472381 0.0 0.0 -0.1 0.06
N -0.403709 5.242093 0.493166 -0.1 -0.1 -0.1 -0.11
N -1.489000 4.954550 -0.387238 0.1 -0.2 0.2 0.02
H 3.133218 3.921047 0.777313 0.0 0.0 0.0 0.06
H 4.209924 4.921781 1.736807 0.0 0.0 0.1 0.08
H 2.525896 4.713711 2.224231 0.0 0.0 0.0 0.06
H 3.706666 6.486441 0.089142 0.0 0.0 -0.1 0.12
H 2.179485 5.738915 -0.325801 0.0 0.0 0.0 0.09
H 0.683490 7.712328 2.376447 0.1 0.0 0.0 0.13
H 0.924403 5.971515 2.433434 -0.1 0.0 0.0 0.10
H -1.134373 6.997776 1.235501 -0.1 0.0 -0.1 0.13
H 0.502950 6.943957 -1.155584 0.0 0.0 0.1 0.06
H 0.451830 8.307178 -0.269467 0.0 0.0 0.0 0.07
H 0.463616 4.805550 0.198635 -0.1 0.0 -0.1 0.09
H -1.162930 4.718786 -1.318173 0.0 0.2 0.0 0.07
H -1.959804 4.131939 -0.026162 0.0 0.0 0.0 0.05
C 0.816172 1.411462 2.945825 0.0 0.0 -0.1 -0.11
O -0.172258 1.959089 3.800118 -0.1 -0.1 0.0 -0.18
C -0.882183 3.028703 3.200831 0.2 0.1 0.0 -0.21
C -2.210997 2.602927 2.621020 -0.1 0.0 0.0 -0.20
O -2.063041 1.701389 1.533745 0.0 0.0 -0.1 -0.20
C -2.229272 0.340843 1.884743 0.0 0.0 0.0 -0.10
H 1.135311 0.457654 3.359594 0.0 0.0 0.1 0.08
H 0.419644 1.245369 1.941379 0.1 0.0 0.0 0.08
H 1.689680 2.068594 2.877682 0.0 0.0 0.0 0.09
H -0.285771 3.493791 2.409681 0.0 0.0 0.0 0.10
H -1.063292 3.783124 3.973220 0.0 0.0 0.0 0.13
H -2.721043 3.491622 2.236164 0.0 0.0 0.0 0.12
H -2.840157 2.163418 3.402489 0.0 0.0 0.0 0.13
H -3.287703 0.101280 2.036040 0.0 0.0 0.0 0.09
H -1.672846 0.090251 2.790695 0.0 0.0 0.0 0.09
H -1.848281 -0.256996 1.057549 0.0 0.0 0.0 0.08
C 6.094353 -1.007654 1.191284 0.0 0.0 0.0 -0.11
O 5.149734 -2.042655 0.998254 0.0 0.0 -0.1 -0.19
C 4.159201 -2.113457 2.008271 0.1 0.0 0.0 -0.20
C 2.866939 -1.450288 1.591829 -0.2 0.0 0.0 -0.20
O 3.019453 -0.055731 1.388189 0.2 0.0 0.1 -0.20
C 3.134486 0.309422 0.025756 -0.2 0.0 0.0 -0.09
H 6.644064 -0.893802 0.258527 0.0 0.0 0.0 0.09
H 5.608732 -0.060610 1.438465 0.0 0.0 0.0 0.08
H 6.801386 -1.265128 1.987756 0.0 0.0 0.0 0.09
H 4.526758 -1.660475 2.935552 0.0 0.0 0.0 0.13
H 3.962879 -3.171967 2.203723 0.0 0.0 0.0 0.13
H 2.128456 -1.589514 2.388267 0.0 0.0 0.0 0.12
H 2.475095 -1.924326 0.685847 0.0 0.0 0.0 0.12
H 2.151496 0.265517 -0.453974 0.1 0.0 -0.1 0.07
H 3.825572 -0.344022 -0.512536 0.0 0.0 0.0 0.09
H 3.509287 1.331941 -0.012237 0.0 0.0 0.0 0.08
C 1.429861 -1.818351 -2.645832 0.0 0.0 0.0 -0.11
O 0.548526 -1.313283 -1.659851 -0.1 -0.1 0.0 -0.21
C -0.242318 -0.221088 -2.097767 0.1 0.1 0.1 -0.21
C -1.639719 -0.641135 -2.492835 -0.1 0.0 0.0 -0.21
O -1.646844 -1.506578 -3.611068 0.1 0.0 0.0 -0.18
C -1.773652 -2.878236 -3.274953 0.0 0.0 0.0 -0.10
H 1.784030 -2.788752 -2.301851 0.0 0.0 0.0 0.09
H 0.931541 -1.941529 -3.609666 0.0 0.0 0.0 0.09
H 2.292968 -1.153860 -2.771255 0.0 0.0 0.0 0.08
H 0.243141 0.287186 -2.938193 0.0 0.0 0.0 0.13
H -0.313216 0.489125 -1.266282 0.0 0.0 0.0 0.12
H -2.209017 0.253878 -2.762245 0.0 0.0 0.0 0.13
H -2.138234 -1.113729 -1.639156 0.0 0.0 0.0 0.12
H -2.801120 -3.122914 -2.990512 0.0 0.0 0.0 0.08
H -1.105401 -3.158551 -2.457866 0.0 0.0 0.0 0.09
H -1.510150 -3.451999 -4.162155 0.0 0.0 0.0 0.09
C -3.110132 -8.829336 -1.922247 0.0 0.0 0.0 -0.11
O -4.333959 -8.333830 -1.413819 0.0 0.0 -0.1 -0.19
C -4.190108 -7.230108 -0.539249 0.0 -0.1 0.1 -0.21
C -4.455040 -5.910850 -1.228119 0.0 0.1 0.0 -0.20
O -3.512144 -5.635766 -2.249453 0.1 -0.1 0.0 -0.21
C -3.973077 -5.937948 -3.553817 0.0 0.0 0.0 -0.11
H -3.350101 -9.496462 -2.748191 0.0 0.0 0.0 0.09
H -2.469898 -8.023011 -2.287778 0.0 0.0 0.0 0.08
H -2.568674 -9.396410 -1.157047 0.0 0.0 0.0 0.09
H -3.187958 -7.221117 -0.097063 0.0 0.0 0.0 0.13
H -4.915637 -7.353675 0.270391 0.0 0.0 0.0 0.13
H -4.381752 -5.108480 -0.487496 0.0 0.0 0.0 0.13
H -5.471440 -5.902916 -1.635791 0.0 0.0 0.0 0.13
H -4.673868 -5.174214 -3.909031 0.0 0.0 0.0 0.09
H -4.459920 -6.914791 -3.591069 0.0 0.0 0.0 0.08
H -3.104533 -5.947048 -4.210376 0.0 0.0 0.0 0.09
```
Forces are in eV/Å.

Output
E_HOMO in eV: -9.0
Relative energy (zero: lowest compared OMol25 entry of this formula, charge and spin) in eV: 3.1812
LUMO in eV: 0.54
Orbital gap in eV: 9.570

***

A 12-piece molecular cluster, C5H37N2O12 overall. Source: OMol25; level of theory: ωB97M-V with the def2-TZVPD basis set.

The geometry in XYZ format:
```
56
Properties=species:S:1:pos:R:3:forces:R:3:lowdin_charge:R:1
N -1.680515 1.176669 1.062140 0.2 1.6 0.9 0.19
C -0.405219 1.529514 0.319086 -0.7 1.3 1.7 -0.27
C 0.578387 0.504039 0.770261 0.5 -3.0 -3.5 -0.16
C 2.019931 0.984124 0.522664 -1.3 0.1 1.0 -0.18
O 2.309502 1.459703 1.851789 1.5 0.4 -0.1 -0.09
C -0.774693 1.750052 -1.169700 0.0 0.9 2.0 -0.17
N -0.478101 3.158571 -1.452717 1.2 -1.7 -1.5 -0.09
C 0.632356 3.278842 -2.382741 2.4 0.6 0.2 -0.14
H -2.529474 1.681262 0.735044 0.2 -0.9 -0.7 0.10
H -1.592811 1.621865 1.986495 0.3 -1.2 0.2 0.15
H -1.734855 0.142410 1.079796 -1.0 0.5 0.2 0.10
H -0.041655 2.494037 0.758534 -0.7 -0.5 -0.6 0.16
H 0.402453 -0.009922 1.730589 0.4 1.0 -0.1 0.10
H 0.419121 -0.364544 0.040875 0.2 0.8 0.8 0.12
H 1.999008 1.829223 -0.220844 0.3 -0.8 0.6 0.12
H 2.654849 0.146513 0.189087 -0.1 0.5 0.3 0.11
H 3.254267 1.671023 1.952723 -0.5 0.0 -0.2 0.11
H -0.272448 0.970260 -1.752901 0.2 0.9 -0.3 0.11
H -1.845507 1.522475 -1.250043 0.7 0.5 0.0 0.09
H -1.256373 3.766002 -1.537059 -0.6 0.2 -0.7 0.10
H 1.574321 3.229618 -1.768969 -0.5 0.5 -0.5 0.07
H 0.909945 2.552894 -3.167106 -1.4 -0.9 0.4 0.08
H 0.706155 4.154163 -3.025838 -0.5 0.7 0.7 0.08
H -4.801914 1.719735 0.937316 0.5 -0.1 -0.6 0.08
H -4.736702 2.976994 0.134520 0.5 -0.1 -0.2 0.07
O -4.239063 2.150121 0.258634 -1.1 0.2 0.8 -0.05
H -1.847243 -0.909706 4.218109 -0.4 -0.1 -0.2 0.07
H -0.468340 -0.574461 3.787315 -0.5 0.7 -0.3 0.04
O -1.381962 -0.602870 3.430380 0.5 -0.9 0.5 -0.08
H 1.844661 -2.907029 1.814590 0.6 -0.5 0.0 0.04
H 3.195119 -2.367880 1.099568 0.1 -0.8 0.0 0.04
O 2.289763 -2.199684 1.348479 -0.9 1.3 0.3 -0.04
H 1.158895 1.432933 3.728522 0.2 -0.1 -0.3 0.03
H 0.240678 1.728523 4.900778 -0.1 -0.2 0.0 0.07
O 0.350247 1.122932 4.156941 0.4 0.7 0.2 -0.05
H -1.390925 -3.157540 1.701942 0.9 0.4 -0.1 0.08
H -0.359395 -2.058819 2.149838 -0.7 -1.0 -0.9 0.04
O -0.534103 -2.748228 1.450587 -0.3 0.5 1.4 -0.07
H -2.846271 -2.143631 0.227237 0.0 -0.1 0.2 0.04
H -2.756318 -1.085445 -0.844256 -0.1 0.5 -0.1 0.02
O -2.892043 -1.192823 0.113503 0.0 -0.2 -0.1 -0.06
H 3.163681 -0.710693 -3.639932 0.1 0.0 0.3 0.07
H 1.995831 -0.988273 -2.723462 -0.3 0.0 0.0 0.01
O 2.956836 -0.912821 -2.716128 0.1 0.1 -0.4 -0.04
H -0.101906 -1.777253 -2.377333 0.5 -0.4 -0.3 0.01
H -0.195228 -2.237169 -3.866844 -0.1 0.3 0.2 0.08
O -0.188698 -1.444026 -3.311065 0.3 -0.2 0.2 -0.08
H -2.643935 0.312886 -3.028964 -0.1 -0.1 -0.3 0.08
H -1.399444 -0.553831 -2.644193 -0.7 0.2 -0.6 0.01
O -2.174422 -0.062804 -2.284426 -0.6 -1.2 -0.2 -0.10
H 3.483148 -2.406993 -1.735293 0.2 0.0 -0.3 0.02
H 3.672414 -3.902381 -1.251072 0.1 0.0 -0.3 0.07
O 3.285314 -3.050648 -1.036941 0.1 -0.1 0.2 -0.05
H 0.413827 -2.406778 -0.063743 0.1 -0.3 -1.3 0.02
H 1.540389 -2.726587 -1.082116 0.3 -0.2 0.1 0.01
O 0.610062 -2.455799 -1.039665 -0.6 0.2 1.0 -0.09
```
Forces are in eV/Å.

Output
E_HOMO in eV: -11.1
Relative energy (zero: lowest compared OMol25 entry of this formula, charge and spin) in eV: 3.3585
LUMO in eV: -2.23
Total charge: +1
Orbital gap in eV: 8.867

***

C20H26IrN4O3 as an isolated structure. Source: OMol25; level of theory: ωB97M-V with the def2-TZVPD basis set.

The geometry in XYZ format:
```
54
Properties=species:S:1:pos:R:3:forces:R:3:lowdin_charge:R:1
N 0.669139 -1.497001 -1.062009 2.9 -0.7 -1.1 0.03
C 1.768319 -1.847662 -1.214797 -2.0 0.4 0.1 -0.14
C 3.100136 -2.312986 -1.453183 0.8 -0.3 0.1 0.02
H 3.694728 -1.509289 -1.909179 -0.1 -0.2 0.1 0.12
H 3.071869 -3.181310 -2.130245 0.1 0.2 0.2 0.13
H 3.561647 -2.614906 -0.496850 -0.1 0.0 -0.4 0.13
N -2.395816 -1.812470 -0.531755 -3.1 -2.6 -1.7 -0.04
C -3.363659 -2.464947 -0.481055 1.1 0.8 1.9 -0.08
C -4.487961 -3.194271 0.045933 -0.7 -0.2 -0.6 0.04
H -4.563558 -4.157220 -0.464930 -0.1 -0.1 0.1 0.13
H -5.411168 -2.620092 -0.123014 0.2 -0.2 0.0 0.13
H -4.349400 -3.355899 1.128694 0.1 0.1 -0.3 0.14
N -1.403811 1.389194 -1.232922 0.1 2.1 -0.7 0.08
C -1.423717 2.544458 -1.382709 -0.1 -2.1 0.1 -0.17
C -1.473122 3.957333 -1.619172 -0.1 0.8 0.0 0.01
H -1.979188 4.454509 -0.776297 0.1 -0.1 -0.3 0.12
H -2.030274 4.164630 -2.546269 0.2 0.0 0.3 0.13
H -0.451568 4.350453 -1.713306 -0.3 0.0 0.0 0.12
Ir -0.968889 -0.645524 0.037982 0.5 0.7 -0.5 1.33
C -2.237901 0.347425 1.085101 -5.0 5.4 3.4 -0.23
O -3.060961 1.012804 1.566686 3.0 -2.9 -1.8 0.21
C -0.417065 -1.971787 1.345049 3.2 -5.9 5.1 -0.19
O -0.018578 -2.833699 2.024618 -1.9 3.7 -2.9 0.21
C -0.679428 -2.176545 -3.515633 1.2 -0.1 -0.5 0.02
C -0.156229 -0.914635 -3.819787 0.3 1.5 -0.5 -0.03
C -0.993725 0.193974 -3.859067 2.5 -0.3 -0.6 -0.01
C -2.358677 0.052592 -3.580051 -1.2 0.3 0.1 0.02
C -2.861383 -1.191695 -3.214605 -0.5 -1.4 0.0 -0.04
C -2.027783 -2.301492 -3.189145 -2.3 0.2 -0.1 -0.03
H -0.038463 -3.060767 -3.546229 -0.2 0.2 0.0 0.15
H 0.910367 -0.807568 -4.061163 -0.6 0.0 0.0 0.14
H -0.588649 1.178782 -4.126579 -0.2 -0.5 0.1 0.14
H -3.026528 0.915121 -3.648633 0.2 -0.3 0.0 0.15
H -3.924552 -1.294526 -2.977370 0.4 0.0 -0.2 0.14
H -2.429347 -3.288062 -2.947188 0.1 0.3 -0.2 0.14
O 0.751771 0.753303 0.333451 2.2 1.8 1.9 -0.07
C 1.237885 1.230238 1.408863 -2.5 -1.9 -0.8 -0.32
C 0.687233 0.937090 2.772663 -0.3 0.5 -0.4 -0.09
C 1.677064 0.163286 3.632843 0.7 -0.5 0.6 -0.15
C 2.720660 1.064682 4.298409 -0.2 0.2 -0.1 -0.16
C 3.678986 1.745442 3.331199 0.3 -1.5 1.2 -0.11
C 3.013869 2.712394 2.348805 0.0 0.7 -1.8 -0.05
N 2.303964 2.029673 1.266077 1.5 1.9 0.9 0.27
H 0.409385 1.896176 3.235730 0.1 -0.2 0.1 0.16
H -0.232728 0.362518 2.661960 0.1 0.1 -0.1 0.08
H 1.120785 -0.370650 4.416823 0.1 0.2 -0.3 0.15
H 2.181504 -0.615172 3.036222 -0.1 0.1 0.1 0.13
H 2.201597 1.829151 4.896156 0.2 -0.2 0.0 0.14
H 3.307347 0.451381 4.992800 0.0 0.1 0.0 0.15
H 4.403363 2.331141 3.910055 -0.1 0.2 -0.3 0.16
H 4.252932 0.995837 2.767226 -0.1 0.3 0.0 0.14
H 2.313753 3.368615 2.898078 -0.1 -0.3 0.1 0.19
H 3.777207 3.348578 1.881952 -0.3 -0.2 0.0 0.16
H 2.538620 2.259396 0.299770 0.3 -0.1 -0.1 0.20
```
Forces are in eV/Å.

Output
Expectation value of S²: 8.803
E_HOMO (alpha / beta) in eV: -19.2 / -21.6
Spin multiplicity: 6
LUMO (alpha / beta) in eV: -11.65 / -16.93
Total charge: +4
Orbital gap (alpha / beta) in eV: 7.549 / 4.670

***

Number 1: strongest force on any atom 2.13 eV/Å. Number 2: strongest force on any atom 1.34 eV/Å. Number 3: strongest force on any atom 0.30 eV/Å. Number 4: strongest force on any atom 4.61 eV/Å. Number 5: strongest force on any atom 8.43 eV/Å.